# 1
Here is 2 unconnected molecules or ions with the total composition C26H30N3 in a non-equilibrium geometry from the OMol25 dataset. Energies are from the ωB97M-V functional and the def2-TZVPD basis.

Structure (XYZ):
```
59
Properties=species:S:1:pos:R:3:mulliken_charge:R:1
C 0.4578 -0.6118 3.8381 -1.274
N 0.7055 0.7495 3.3659 0.934
C -0.2832 1.7538 3.7287 -0.836
N 1.9772 1.2542 3.4983 -0.789
C 2.9600 0.4822 3.8141 -0.411
H -0.5862 -0.8578 3.6107 0.304
H 1.1119 -1.3068 3.2971 0.365
H 0.6212 -0.7463 4.9275 0.388
H -1.2366 1.4878 3.2652 0.113
H -0.4439 1.8357 4.8228 0.342
H 0.0591 2.7302 3.3648 0.319
H 3.9602 0.9219 3.7990 0.288
H 2.8309 -0.5558 4.1572 0.275
C -3.0411 3.9285 2.3556 -0.363
C -2.6442 4.7766 1.3139 -0.575
C -2.3543 4.2602 0.0498 -0.597
C -2.4584 2.8851 -0.1857 0.413
C -2.0238 2.3246 -1.5212 -0.764
N -1.4024 0.9860 -1.4286 0.298
C -1.9337 -0.0719 -2.3112 -1.131
C -0.9288 -0.7569 -3.1972 0.625
C -0.9824 -2.1480 -3.3180 -0.328
C -0.0448 -2.8207 -4.1018 -0.607
C 0.8923 -2.0973 -4.8499 -0.531
C 0.8666 -0.6970 -4.8170 -0.636
C -0.0472 -0.0261 -3.9989 -0.350
C -0.4998 0.7255 -0.4800 -0.879
C -0.0397 -0.5654 -0.1821 0.074
C 1.2082 -0.7689 0.3686 -0.183
C 1.9649 -1.9754 0.1256 0.644
C 3.3752 -1.9307 -0.0305 -0.372
C 4.0908 -3.0608 -0.4114 -0.654
C 3.4249 -4.2848 -0.5944 -0.362
C 2.0310 -4.3486 -0.4575 -0.762
C 1.3100 -3.2105 -0.1098 -0.215
C -2.9315 2.0508 0.8282 0.040
C -3.1946 2.5614 2.1007 -0.768
H -3.2524 4.3273 3.3503 0.421
H -2.5523 5.8506 1.4919 0.392
H -2.0084 4.9022 -0.7656 0.383
H -2.8765 2.2618 -2.2146 0.416
H -1.2819 3.0110 -1.9611 0.345
H -2.4765 -0.8186 -1.7040 0.354
H -2.6697 0.4375 -2.9447 0.510
H -1.7747 -2.6990 -2.8059 0.412
H -0.0653 -3.9114 -4.1571 0.424
H 1.6202 -2.6190 -5.4777 0.414
H 1.5468 -0.1236 -5.4493 0.402
H -0.0987 1.0630 -4.0025 0.385
H -0.1210 1.5824 0.0887 0.441
H -0.6649 -1.4100 -0.4624 0.417
H 1.7074 0.0809 0.8531 0.395
H 3.8781 -0.9676 0.0983 0.387
H 5.1690 -2.9927 -0.5754 0.395
H 3.9862 -5.1734 -0.8621 0.417
H 1.5027 -5.2854 -0.6360 0.406
H 0.2229 -3.2522 -0.0371 0.383
H -3.0510 0.9813 0.6415 0.400
H -3.5106 1.8824 2.8950 0.465
```

The energy relative to the best compared isomer or geometry (same formula, charge and spin) comes out at 248.21 kJ/mol. The HOMO-LUMO gap comes out at 6.60 eV. Its spin multiplicity is 1. Its total charge is +1. The LUMO energy comes out at -4.4 eV.

=====

# 2
Here is 3 unconnected molecules or ions with the total composition C26H30N3O3S in a non-equilibrium geometry from the OMol25 dataset. Energies are from the ωB97M-V functional and the def2-TZVPD basis.

Structure (XYZ):
```
63
Properties=species:S:1:pos:R:3:mulliken_charge:R:1
O -1.5145 3.0567 5.3531 -0.554
S -2.6122 2.4468 4.4023 0.809
O -3.7841 1.8863 5.2844 -0.527
C -3.2411 3.7877 3.1985 -0.477
N -2.4263 3.6217 1.9356 0.107
C -0.9150 3.5845 2.0607 -0.240
N -0.5361 3.3741 0.6116 0.619
C 0.9532 3.2433 0.3901 -0.718
C 1.0300 2.7225 -1.3169 0.262
C 2.3364 1.6477 -1.6669 -0.708
O 0.7460 1.2166 -1.5745 -0.243
N -1.5267 3.2818 -0.3654 -0.446
C -2.8026 3.4412 0.4826 0.121
C -4.3625 3.3807 -0.0464 -0.426
C -4.7108 1.9871 -0.8705 -0.818
C -4.1706 0.6210 -0.0950 0.410
C -2.5945 0.0749 -0.2185 -0.140
C -2.0220 -1.2559 0.5694 -0.345
C -2.9927 -2.1871 1.5290 -0.391
C -4.5758 -1.6667 1.6749 -0.362
C -5.1492 -0.3218 0.8756 -0.469
H -2.0058 1.3602 3.7535 0.214
H -4.4042 3.7513 3.0482 0.347
H -2.8803 4.8134 3.6913 0.367
H -0.1993 3.6741 2.9823 0.406
H 1.5596 4.2408 0.4476 0.310
H 1.3995 2.3499 0.9982 0.418
H 0.7251 3.5761 -2.1869 0.321
H 2.8056 2.0244 -0.6330 0.133
H 2.4624 0.5457 -1.3595 0.326
H -4.5734 4.3536 -0.7057 0.361
H -5.0375 3.3991 0.9371 0.173
H -5.8572 1.8514 -1.0695 0.433
H -4.1656 2.0514 -1.9294 0.309
H -1.8625 0.7163 -0.8852 0.262
H -0.8919 -1.5889 0.4497 0.228
H -2.5920 -3.1329 2.1055 0.348
H -5.2716 -2.3070 2.3874 0.298
H -6.2856 -0.0251 1.0054 0.275
C 1.7513 -3.6284 2.2020 -0.495
C 1.8414 -4.9374 2.6746 -0.350
C 1.6999 -6.0090 1.7935 -0.419
C 1.4780 -5.7713 0.4367 -0.379
C 1.3916 -4.4623 -0.0364 -0.482
C 1.5238 -3.3907 0.8463 -0.174
H 1.8583 -2.7935 2.8896 0.347
H 2.0213 -5.1225 3.7306 0.373
H 1.7635 -7.0289 2.1631 0.369
H 1.3725 -6.6063 -0.2509 0.370
H 1.2202 -4.2772 -1.0940 0.371
H 1.4510 -2.3711 0.4783 0.479
C 5.5257 -0.6278 -5.5321 -0.365
C 4.2235 -0.5164 -5.0456 -0.509
C 3.9106 -0.9924 -3.7727 -0.164
C 4.9033 -1.5716 -2.9817 -0.398
C 6.2063 -1.6796 -3.4668 -0.419
C 6.5171 -1.2119 -4.7434 -0.393
H 5.7683 -0.2598 -6.5256 0.353
H 3.4516 -0.0589 -5.6594 0.352
H 2.8944 -0.9115 -3.3966 0.450
H 4.6608 -1.9382 -1.9878 0.378
H 6.9802 -2.1294 -2.8496 0.353
H 7.5311 -1.3012 -5.1231 0.358
```

The HOMO-LUMO gap comes out at 5.96 eV. Its spin multiplicity is 1. Its total charge is +1. The LUMO energy comes out at -4.8 eV.

=====

# 3
Here is C26H30N4O4S in the gas phase in a non-equilibrium geometry from the OMol25 dataset. Energies are from the ωB97M-V functional and the def2-TZVPD basis.

Structure (XYZ):
```
65
Properties=species:S:1:pos:R:3:mulliken_charge:R:1
C -4.0504 -1.1415 2.1500 -1.276
H -3.5215 -0.4263 2.7884 0.427
O -3.5981 -1.0856 0.8205 -0.249
C -3.6875 0.0891 0.1246 0.926
C -4.1830 1.2627 0.6789 -0.518
C -4.2036 2.4445 -0.0423 -0.892
C -3.7337 2.4649 -1.3412 -0.759
C -3.2632 1.2974 -1.9101 -0.136
C -3.2286 0.0939 -1.2101 0.029
N -2.7317 -1.0193 -1.9140 0.136
C -1.3149 -0.9782 -2.2017 -1.307
H -1.0993 -1.7266 -2.9685 0.321
C -0.5206 -1.2477 -0.9126 0.552
N -1.1542 -2.3137 -0.1607 0.276
C -1.1342 -2.4463 1.1775 0.611
O -1.6965 -3.3584 1.7596 -0.718
C -0.3830 -1.4009 1.9895 -0.538
H -0.7699 -0.3948 1.8207 0.301
H -0.4806 -1.6762 3.0399 0.561
S 1.3967 -1.3089 1.6360 -0.293
C 1.5582 0.3485 1.0703 0.754
N 0.4942 1.0705 1.0224 -0.257
C 0.5828 2.3560 0.5689 -0.215
C -0.5791 3.1283 0.4683 -0.354
C -0.4955 4.4241 0.0148 -0.435
C 0.7336 4.9786 -0.3431 -0.663
C 1.8829 4.2264 -0.2576 -0.629
C 1.8200 2.9072 0.1957 0.317
C 3.0164 2.0803 0.2545 0.588
O 4.1338 2.4328 -0.0648 -0.699
N 2.8008 0.7730 0.7194 0.235
C 3.9366 -0.1235 0.6882 -2.191
H 4.8292 0.4694 0.9030 0.376
H 3.8006 -0.8952 1.4478 0.681
C 4.0859 -0.7557 -0.7072 0.551
H 4.1961 0.0557 -1.4362 0.414
C 5.2687 -1.7421 -0.7524 -0.889
H 6.0999 -1.3465 -1.3302 0.379
H 5.6164 -1.9505 0.2597 0.357
C 4.6621 -2.9993 -1.3780 -0.651
H 5.1114 -3.9170 -1.0077 0.344
C 3.1950 -2.8627 -0.9788 -0.462
H 2.5068 -3.3821 -1.6468 0.368
O 2.9194 -1.4778 -1.0733 -0.319
H 3.0316 -3.2133 0.0499 0.226
H 4.7545 -2.9678 -2.4637 0.281
H 2.8462 4.6263 -0.5358 0.477
H 0.7796 5.9991 -0.6920 0.394
H -1.3934 5.0186 -0.0656 0.454
H -1.5250 2.6870 0.7405 0.534
C -2.0095 -3.1869 -0.9341 -0.970
C -3.1457 -2.3715 -1.5888 -0.844
H -3.4352 -2.8653 -2.5269 0.465
H -4.0176 -2.3392 -0.9405 0.320
H -2.4152 -3.9367 -0.2549 0.480
H -1.4050 -3.6879 -1.6973 0.406
H -0.5325 -0.3288 -0.3234 0.341
H 0.5204 -1.5028 -1.1479 -0.602
H -1.0356 0.0016 -2.5901 0.490
H -2.9175 1.2994 -2.9328 0.535
H -3.7430 3.3794 -1.9142 0.424
H -4.5852 3.3425 0.4200 0.393
H -4.5431 1.2673 1.6958 0.402
H -3.8222 -2.1532 2.4829 0.295
H -5.1287 -0.9635 2.2167 0.444
```

The energy relative to the best compared isomer or geometry (same formula, charge and spin) comes out at 222.72 kJ/mol. The HOMO-LUMO gap comes out at 8.36 eV. Its spin multiplicity is 1. Its total charge is 0. The LUMO energy comes out at 0.6 eV. As for the SMILES: COc1ccccc1N1CCN(C(=O)CSc2nc3ccccc3c(=O)n2C[C@H]2CCCO2)CC1.